Entry 1:
DFT (the ωB97M-V functional and the def2-TZVPD basis) results for C41H56BaCl2F12N6O4Si2 as an isolated structure.

The HOMO energy is -1.20 eV. The value obtained for the energy above the lowest of the compared OMol25 structures with the same formula, charge and spin is 0.00 kJ/mol. The total charge is -2. The value obtained for the LUMO energy is 3.3 eV. The multiplicity is 1. The HOMO-LUMO gap comes out at 4.458 eV.

The geometry in XYZ format:
```
124
C41H56BaCl2F12N6O4Si2 | the Open Molecules 2025 dataset | the ωB97M-V functional and the def2-TZVPD basis
Ba -0.3760 0.7163 1.5021
C 1.3328 -3.9641 -4.9650
C 1.7102 -3.1558 -3.7444
C 1.8436 -3.7373 -2.4891
C 2.1682 -2.9603 -1.3985
C 2.4090 -1.5633 -1.4642
N 2.7044 -0.8551 -0.3296
C 3.6411 -1.3168 0.5259
C 4.6642 -2.2174 0.0690
C 5.6998 -2.6597 0.8532
C 5.8272 -2.2350 2.1771
C 6.9802 -2.6812 3.0460
C 4.8764 -1.3415 2.6402
C 3.7922 -0.8739 1.8839
C 2.8238 0.1755 2.4871
O 1.4858 -0.0610 2.3572
C 3.1943 1.5840 1.8680
F 2.6535 1.7892 0.6564
F 4.5184 1.7679 1.7708
F 2.7234 2.6141 2.6391
C 3.0563 0.3522 4.0380
F 2.0763 1.1154 4.5821
F 2.9718 -0.8386 4.6668
F 4.2224 0.9284 4.4028
C 2.2879 -0.9709 -2.7579
C 1.9268 -1.7834 -3.8352
C 2.5572 0.5564 -2.9414
O 1.6987 1.3459 -2.2931
C 2.4320 0.9468 -4.4740
F 1.1648 0.6622 -4.9315
F 3.2880 0.3392 -5.3315
F 2.5562 2.2806 -4.6684
C 4.0929 0.8533 -2.5664
F 4.2558 1.2275 -1.3061
F 4.8901 -0.2300 -2.7940
F 4.6489 1.8622 -3.3058
H 1.3230 -5.0307 -4.7299
H 2.0419 -3.8067 -5.7837
H 0.3386 -3.6917 -5.3357
H 1.6783 -4.8056 -2.3635
H 2.2502 -3.4062 -0.4190
H 4.6238 -2.5221 -0.9689
H 6.4384 -3.3389 0.4304
H 7.1228 -3.7651 2.9951
H 6.8066 -2.4120 4.0901
H 7.9218 -2.2137 2.7357
H 5.0127 -1.0074 3.6556
H 1.8379 -1.3652 -4.8278
C -4.1568 -1.1394 0.0972
Si -3.3515 0.0021 1.4502
C -3.9289 -0.9293 3.0479
C -4.6041 1.5024 1.4326
C -5.9646 1.1628 1.5503
C -6.9830 2.1037 1.5524
C -6.6562 3.4505 1.4194
C -5.3211 3.8084 1.3054
C -4.2699 2.8738 1.3190
Si -2.4577 3.6200 1.1987
C -2.8038 4.8337 -0.3140
C -2.5528 4.8812 2.6638
H -5.2085 -0.8854 -0.1009
H -4.1225 -2.1892 0.4227
H -3.6060 -1.0723 -0.8467
H -4.9947 -1.2099 3.0354
H -3.7607 -0.3135 3.9386
H -3.3432 -1.8505 3.1708
H -6.2433 0.1145 1.6473
H -8.0181 1.7940 1.6600
H -7.4325 4.2092 1.4148
H -5.0867 4.8679 1.2099
H -3.0476 5.8504 0.0219
H -3.6493 4.4789 -0.9157
H -1.9245 4.9155 -0.9699
H -3.5306 5.3723 2.7566
H -1.7930 5.6649 2.5436
H -2.3499 4.3749 3.6148
O 1.3654 3.6796 -1.6315
H 1.5887 2.7677 -1.9644
H 1.3959 3.5821 -0.6734
O -0.1158 -1.1471 4.2998
H -0.5333 -1.8453 3.7598
H 0.5864 -0.8051 3.7094
N -1.2366 -2.2872 -1.5796
H -1.4178 -2.5405 -0.6139
H -0.5368 -1.5504 -1.5367
H -0.7478 -3.0709 -1.9922
Cl -2.5093 1.9027 5.3920
C -0.7595 1.7659 5.6296
Cl -0.2755 2.1965 7.2827
H -0.2736 2.4545 4.9499
H -0.4743 0.7410 5.4352
C 2.5934 -4.9703 1.7881
N 1.2400 -4.4471 1.7338
C 0.1102 -5.0998 1.2930
C -0.9215 -4.2139 1.4420
N -0.4427 -3.0359 1.9599
C 0.8511 -3.2112 2.1195
H 2.6565 -5.8642 1.1721
H 2.8719 -5.2239 2.8120
H 3.3044 -4.2334 1.4083
H 0.1442 -6.1040 0.9021
H -1.9658 -4.3421 1.1951
H 1.5491 -2.4634 2.4846
C -0.9354 2.6039 -3.0836
C -1.2686 1.7336 -1.8562
N -2.4013 0.8561 -2.1538
C -2.1503 0.1361 -3.3968
C -2.2035 1.1259 -4.5869
N -2.1260 2.5072 -4.0064
C -3.3813 2.8220 -3.2434
C -3.6181 1.6492 -2.2567
H -0.0449 2.2174 -3.5789
H -0.7607 3.6445 -2.8185
H -1.5204 2.3474 -0.9818
H -0.3817 1.1339 -1.6453
H -2.8909 -0.6542 -3.5181
H -1.1680 -0.3304 -3.3387
H -3.1362 1.0547 -5.1474
H -1.3614 0.9927 -5.2599
H -2.0036 3.1772 -4.7543
H -4.1991 2.9539 -3.9517
H -3.2137 3.7543 -2.7074
H -4.4333 1.0081 -2.5967
H -3.8816 2.0339 -1.2684
```

Atomic partial charges in e from the Löwdin method, atoms 1 to 8: atom 1 (Ba): 1.485, atom 2 (C): -0.075, atom 3 (C): -0.303, atom 4 (C): -0.085, atom 5 (C): -0.050, atom 6 (C): -0.260, atom 7 (N): 0.107, atom 8 (C): -0.247



Entry 2:
DFT (the ωB97M-V functional and the def2-TZVPD basis) results for C41H56MnN6S as an isolated structure.

The HOMO energy (spin up / spin down) is -12.58 / -12.47 eV. The total charge is +2. The value obtained for the LUMO energy (spin up / spin down) is -8.6 / -8.5 eV. The multiplicity is 2. Its expectation value of S² is 1.160. The HOMO-LUMO gap (spin up / spin down) comes out at 3.992 / 3.976 eV.

The geometry in XYZ format:
```
105
C41H56MnN6S | the Open Molecules 2025 dataset | the ωB97M-V functional and the def2-TZVPD basis
Mn -0.1227 -0.0867 -0.3892
C -4.9030 -0.3161 -4.2541
C -4.6943 0.9445 -3.4063
C -3.2803 1.0594 -2.9720
C -2.2899 1.8637 -3.4775
C -2.3780 2.8634 -4.5711
C -2.0380 2.2164 -5.9187
C -1.0897 1.5189 -2.7662
C 0.1463 2.0586 -3.0577
C 1.3112 1.7280 -2.3950
C 2.6050 2.2327 -2.7597
C 2.9015 3.0392 -3.9705
C 2.9495 2.1484 -5.2168
C 3.4844 1.7569 -1.8184
C 2.7085 0.9547 -0.9122
C 3.2284 0.3283 0.2021
C 2.5190 -0.5430 1.0027
N 1.2181 -0.9358 0.7839
C 0.9589 -1.8621 1.7699
C -0.2477 -2.5065 1.9606
C -1.3748 -2.3298 1.1837
N -1.4653 -1.4700 0.1165
C -2.7858 -1.5105 -0.2610
C -3.3513 -0.6921 -1.2158
C -2.6648 0.2538 -1.9505
N -1.3281 0.5509 -1.8163
C -3.5261 -2.4531 0.5367
C -2.6402 -2.9641 1.4500
C -2.8874 -3.9343 2.5491
C -2.2682 -5.3106 2.2864
C -4.9597 -2.7876 0.3365
C -5.1399 -3.6812 -0.8958
C 2.0927 -2.0264 2.6403
C 3.0649 -1.1836 2.1678
C 4.4307 -0.9537 2.7034
C 5.4169 -1.9406 2.0728
C 2.1281 -2.9123 3.8334
C 2.2576 -4.3958 3.4741
N 1.3783 0.9246 -1.2755
C 4.9550 1.9557 -1.7633
C 5.6831 0.8042 -2.4644
H -5.9417 -0.3892 -4.5628
H -4.6390 -1.2094 -3.6942
H -4.2837 -0.2800 -5.1454
H -5.3464 0.9105 -2.5314
H -4.9656 1.8200 -3.9951
H -1.6960 3.6926 -4.3761
H -3.3890 3.2698 -4.6141
H -1.0292 1.8109 -5.9090
H -2.1129 2.9541 -6.7117
H -2.7301 1.4071 -6.1332
H 0.2078 2.7683 -3.8674
H 3.8659 3.5322 -3.8441
H 2.1409 3.8102 -4.1095
H 3.7209 1.3909 -5.1132
H 3.1743 2.7573 -6.0870
H 1.9986 1.6447 -5.3719
H 4.2607 0.5213 0.4492
H -0.3236 -3.1708 2.8063
H -4.4122 -0.7761 -1.3905
H -3.9620 -4.0535 2.6865
H -2.4763 -3.5331 3.4789
H -2.6991 -5.7598 1.3966
H -2.4706 -5.9589 3.1340
H -1.1919 -5.2453 2.1487
H -5.5497 -1.8769 0.2133
H -5.3381 -3.3140 1.2120
H -4.7764 -3.1870 -1.7935
H -6.1921 -3.9149 -1.0270
H -4.5881 -4.6090 -0.7698
H 4.4243 -1.0913 3.7855
H 4.7454 0.0712 2.4995
H 5.1171 -2.9596 2.2981
H 6.4159 -1.7803 2.4652
H 5.4394 -1.8197 0.9928
H 1.2114 -2.7619 4.4086
H 2.9712 -2.6272 4.4623
H 1.4239 -4.7256 2.8603
H 2.2764 -4.9871 4.3857
H 3.1771 -4.5814 2.9279
H 5.2958 2.0231 -0.7286
H 5.2062 2.8916 -2.2646
H 5.4382 -0.1486 -2.0020
H 6.7551 0.9650 -2.4029
H 5.3969 0.7612 -3.5108
C -0.6598 0.5142 5.3734
C 0.2352 0.5885 4.1455
N 0.1838 1.9089 3.5441
C -0.3112 2.2295 2.3669
S -1.1700 1.0546 1.4006
N -0.2974 3.4692 1.9038
C 0.2598 4.6578 2.5343
C -0.5148 5.1561 3.7503
H -0.5727 -0.4581 5.8469
H -1.6984 0.6653 5.0964
H -0.3732 1.2634 6.1044
H -0.0819 -0.1452 3.4043
H 1.2744 0.3906 4.4243
H 0.4887 2.6625 4.1513
H -0.7499 3.5950 1.0066
H 0.2477 5.4381 1.7749
H 1.3007 4.4602 2.8023
H -1.5263 5.4401 3.4792
H -0.0128 6.0358 4.1420
H -0.5745 4.4252 4.5509
```

Atomic partial charges in e from the Löwdin method, atoms 1 to 8: atom 1 (Mn): 0.556, atom 2 (C): -0.057, atom 3 (C): -0.167, atom 4 (C): -0.099, atom 5 (C): -0.094, atom 6 (C): -0.169, atom 7 (C): -0.053, atom 8 (C): -0.155



Entry 3:
DFT (the ωB97M-V functional and the def2-TZVPD basis) results for C41H57BF2MgN4P2 as an isolated structure.

The HOMO energy is -7.18 eV. The value obtained for the energy above the lowest of the compared OMol25 structures with the same formula, charge and spin is 23.64 kJ/mol. The value obtained for the LUMO energy is 0.5 eV. The multiplicity is 1. The HOMO-LUMO gap comes out at 7.701 eV.

The geometry in XYZ format:
```
108
C41H57BF2MgN4P2 | the Open Molecules 2025 dataset | the ωB97M-V functional and the def2-TZVPD basis
Mg 0.2181 0.7649 -0.0340
C -2.5368 3.8966 0.0839
C -3.2474 3.0656 -1.0002
C -4.7568 3.1337 -0.7334
C -2.9207 3.6976 -2.3610
P -2.4547 1.3734 -0.9428
C -3.2330 0.6726 0.5871
N -2.4202 -0.3468 1.2290
B -1.0028 -0.6765 1.0517
N -0.8029 -1.7464 2.0320
C 0.3546 -2.5557 2.3861
P 1.9313 -2.1216 1.5221
C 2.5896 -3.8348 1.1814
C 1.6089 -4.4458 0.1594
C 2.6891 -4.7985 2.3735
C 3.9652 -3.6930 0.5166
C 2.9196 -1.2655 2.8581
C 3.5790 -2.1526 3.9099
C 1.9586 -0.2880 3.5528
C 3.9931 -0.4265 2.1410
C -1.9932 -1.9827 2.7347
C -2.2791 -2.8825 3.7488
C -3.5736 -2.8949 4.2795
C -4.5482 -2.0252 3.8037
C -4.2592 -1.1193 2.7787
C -2.9797 -1.1142 2.2506
C -3.1608 0.2447 -2.2646
C -2.9169 -1.1980 -1.7884
C -2.3496 0.4383 -3.5560
C -4.6455 0.4120 -2.5695
H -2.7614 4.9556 -0.0865
H -1.4536 3.7713 0.0717
H -2.8870 3.6455 1.0887
H -5.0153 4.1621 -0.4573
H -5.0712 2.4928 0.0937
H -5.3494 2.8740 -1.6074
H -3.2488 4.7433 -2.3616
H -3.4306 3.1931 -3.1842
H -1.8433 3.6843 -2.5634
H -4.2055 0.2475 0.3247
H -3.4363 1.4993 1.2722
H 0.1427 -3.6080 2.1954
H 0.5216 -2.4769 3.4615
H 0.7329 -4.8790 0.6474
H 2.1147 -5.2504 -0.3856
H 1.2579 -3.7211 -0.5751
H 1.8448 -4.7127 3.0616
H 3.6046 -4.6545 2.9460
H 2.6972 -5.8295 1.9995
H 3.9016 -3.1346 -0.4221
H 4.3637 -4.6880 0.2870
H 4.6875 -3.1928 1.1669
H 2.8621 -2.8193 4.3956
H 4.0160 -1.5138 4.6867
H 4.3862 -2.7594 3.4937
H 1.3984 -0.7685 4.3580
H 1.2407 0.1546 2.8602
H 2.5316 0.5358 3.9917
H 4.6433 -1.0337 1.5052
H 4.6236 0.0772 2.8825
H 3.5326 0.3483 1.5210
H -1.5249 -3.5627 4.1251
H -3.8176 -3.5902 5.0735
H -5.5435 -2.0464 4.2317
H -5.0204 -0.4388 2.4153
H -1.8976 -1.3528 -1.4284
H -3.0860 -1.8760 -2.6324
H -3.5948 -1.4909 -0.9824
H -1.3059 0.1561 -3.4036
H -2.3671 1.4674 -3.9219
H -2.7567 -0.2073 -4.3435
H -5.2599 0.3911 -1.6671
H -4.9696 -0.4186 -3.2078
H -4.8546 1.3383 -3.1074
F 0.8411 4.3855 4.1749
C 0.9811 4.1086 2.8632
C 0.5251 2.9049 2.3622
C 0.6632 2.6127 1.0018
C 1.2353 3.5917 0.1634
C 1.7030 4.7709 0.7308
F 2.3158 5.7108 -0.0318
C 1.5943 5.0588 2.0732
C 1.2565 3.3261 -1.3158
C 1.4782 4.3083 -2.2843
C 1.4554 3.9726 -3.6260
C 1.2299 2.6576 -4.0049
C 1.0025 1.7409 -3.0022
N 0.9913 2.0598 -1.6997
H 0.0528 2.2100 3.0506
H 1.9702 5.9886 2.4790
H 1.6634 5.3254 -1.9814
H 1.6239 4.7378 -4.3745
H 1.2245 2.3478 -5.0422
H 0.8361 0.6990 -3.2448
N 3.0139 -0.2030 -1.3226
C 2.7360 -0.8885 -2.5091
C 1.5279 -1.5832 -2.6285
C 1.1864 -2.2055 -3.8206
C 2.0316 -2.1359 -4.9230
C 3.2276 -1.4369 -4.8068
C 3.5814 -0.8172 -3.6144
H 3.9367 0.1896 -1.2305
H 2.7148 -0.6676 -0.4696
H 0.8515 -1.6167 -1.7772
H 0.2450 -2.7402 -3.8900
H 1.7626 -2.6167 -5.8548
H 3.8973 -1.3692 -5.6559
H 4.5149 -0.2690 -3.5387
```

Atomic partial charges in e from the Löwdin method, atoms 1 to 8: atom 1 (Mg): 0.553, atom 2 (C): -0.096, atom 3 (C): -0.693, atom 4 (C): -0.085, atom 5 (C): -0.094, atom 6 (P): 1.112, atom 7 (C): -0.306, atom 8 (N): -0.044



no.,E_tot (eV)
1,-134662.875
2,-94510.217
3,-79539.645